Entry 1:
Formula: C16H28ClO9PS
Source: the OMol25 dataset
Level of theory: ωB97M-V/def2-TZVPD

Results
- Spin multiplicity: 1
- Charge: -2
- LUMO level: 3.80 eV

Element x y z (Å)
C  -2.129  -0.787  3.934
C  -2.721  -2.115  3.456
O  -2.708  -2.291  2.047
C  -3.340  -1.267  1.385
O  -4.461  -1.028  1.632
C  -2.598  -0.408  0.382
C  -1.487  -1.162  -0.429
C  -0.339  -0.169  -0.699
C  0.874  -0.238  0.249
C  0.895  -1.324  1.365
Cl  1.591  -0.708  2.955
C  1.697  -2.594  1.038
C  1.087  -3.496  -0.076
O  1.973  -0.662  -0.672
S  3.367  0.022  -0.434
O  3.937  0.628  -1.582
O  4.381  -0.766  0.190
O  2.886  1.039  0.716
C  1.430  1.146  0.677
P  1.110  2.579  -0.525
C  1.246  2.084  -2.310
C  0.046  2.641  -3.153
C  2.198  4.032  -0.106
C  1.292  5.259  0.169
H  -2.025  -0.777  5.024
H  -2.778  0.055  3.661
H  -1.154  -0.599  3.471
H  -2.103  -2.921  3.869
H  -3.725  -2.253  3.878
H  -3.342  -0.016  -0.313
H  -2.174  0.454  0.921
H  -1.950  -1.368  -1.425
H  -1.197  -2.101  0.036
H  -0.796  0.826  -0.746
H  0.003  -0.367  -1.722
H  -0.105  -1.656  1.650
H  1.681  -3.189  1.960
H  2.756  -2.402  0.864
H  1.931  -3.904  -0.647
H  0.604  -4.369  0.367
H  0.459  -2.984  -0.806
H  0.994  1.549  1.589
H  2.177  2.514  -2.704
H  1.290  1.011  -2.487
H  -0.316  1.830  -3.792
H  -0.761  2.924  -2.471
H  0.366  3.477  -3.780
H  2.876  3.814  0.724
H  2.788  4.274  -0.999
H  1.776  6.178  -0.185
H  0.330  5.182  -0.346
H  1.050  5.342  1.235
C  -2.217  -2.764  -4.247
O  -1.992  -3.740  -3.443
O  -2.508  -2.926  -5.499
O  -2.164  -1.511  -3.848

***

Entry 2:
Formula: C6H10O
Source: the OMol25 dataset
Level of theory: ωB97M-V/def2-TZVPD

Results
- Spin multiplicity: 1
- Charge: 0
- LUMO level: 1.05 eV

Element x y z (Å)
C  -1.877  0.913  -0.219
C  -0.513  0.285  -0.120
C  0.680  0.962  0.587
C  1.381  0.181  -0.532
C  1.224  -1.273  -0.061
C  -0.288  -1.183  0.320
O  0.221  0.354  -1.375
H  -2.560  0.292  -0.810
H  -1.775  1.879  -0.724
H  -2.317  1.083  0.769
H  0.884  0.641  1.614
H  0.710  2.047  0.486
H  2.313  0.502  -1.001
H  1.896  -1.513  0.770
H  1.411  -1.974  -0.879
H  -0.911  -1.902  -0.219
H  -0.479  -1.295  1.394

***

Entry 3:
Formula: C30H21FeN8OS
Source: the OMol25 dataset
Level of theory: ωB97M-V/def2-TZVPD

Results
- Spin multiplicity: 1
- Charge: -1
- LUMO level (spin up / spin down): 1.28 / 1.28 eV

Element x y z (Å)
Fe  -0.673  -0.434  -0.197
N  1.886  -1.711  2.987
C  3.194  -1.235  2.951
C  4.191  -1.824  3.715
C  5.484  -1.319  3.689
C  5.792  -0.235  2.884
C  4.797  0.351  2.112
C  3.504  -0.136  2.158
S  2.195  0.689  1.315
N  1.028  -0.522  1.147
C  0.906  -1.425  2.066
C  -0.328  -2.181  2.145
C  -0.546  -3.237  3.035
C  -1.764  -3.877  3.055
C  -2.756  -3.459  2.179
C  -2.460  -2.422  1.314
N  -1.292  -1.803  1.294
H  1.735  -2.522  3.557
H  3.945  -2.671  4.346
H  6.250  -1.778  4.299
H  6.798  0.161  2.858
H  5.009  1.207  1.484
H  0.234  -3.568  3.706
H  -1.943  -4.698  3.737
H  -3.728  -3.930  2.163
H  -3.178  -2.064  0.586
N  0.538  -3.118  -1.055
C  0.023  -2.116  -0.780
C  -4.519  -0.272  -2.283
C  -3.026  -0.257  -2.026
O  -2.637  -0.650  -0.871
C  -2.129  0.133  -3.009
C  -2.491  0.433  -4.350
C  -1.571  0.462  -5.348
C  -0.211  0.078  -5.057
C  0.216  -0.123  -3.802
C  -0.678  0.112  -2.620
H  -5.015  -0.710  -1.418
H  -4.767  -0.848  -3.173
H  -4.886  0.748  -2.413
H  -3.538  0.604  -4.578
H  -1.861  0.693  -6.365
H  0.471  -0.081  -5.886
H  1.236  -0.435  -3.611
H  -0.544  -0.747  -1.884
N  1.788  6.191  -0.545
C  1.366  5.146  -0.778
C  0.832  3.863  -1.101
C  1.668  2.756  -1.216
C  1.156  1.530  -1.596
C  -0.206  1.362  -1.864
C  -1.026  2.495  -1.772
C  -0.533  3.715  -1.369
H  2.724  2.864  -1.010
H  1.825  0.684  -1.693
H  -2.074  2.402  -2.023
H  -1.186  4.574  -1.289
N  -1.236  1.039  0.844
C  -1.474  1.722  1.761
N  -1.685  2.377  2.819
C  -2.194  3.514  3.177
N  -2.638  4.503  3.597

***

Entry 4:
Formula: C4H12
Source: the OMol25 dataset
Level of theory: ωB97M-V/def2-TZVPD

Results
- Spin multiplicity: 1
- Charge: 0
- LUMO level: 1.16 eV
- SMILES: CC.CC

Element x y z (Å)
C  1.442  0.273  1.491
C  0.150  0.639  2.143
H  1.854  0.866  0.661
H  2.300  0.269  2.152
H  1.356  -0.746  1.110
H  0.333  0.866  3.216
H  -0.664  -0.074  2.064
H  -0.325  1.565  1.764
C  -0.245  -0.925  -1.933
C  -1.387  0.003  -1.734
H  0.153  -1.114  -2.923
H  0.556  -0.689  -1.261
H  -0.378  -1.896  -1.423
H  -2.377  -0.291  -2.128
H  -1.150  0.987  -2.342
H  -1.473  0.479  -0.747

***

Entry 5:
Formula: C4H17NO3
Source: the OMol25 dataset
Level of theory: ωB97M-V/def2-TZVPD

Results
- Spin multiplicity: 1
- Charge: 0
- LUMO level: 0.74 eV
- SMILES: CCNCC.O.O.O

Element x y z (Å)
C  1.597  0.099  1.499
C  0.355  -0.590  1.967
N  -0.894  -0.014  1.357
C  -1.515  -0.873  0.349
C  -2.886  -0.280  -0.005
H  1.697  -0.011  0.413
H  2.483  -0.351  1.955
H  1.617  1.183  1.654
H  0.359  -1.668  1.809
H  0.189  -0.534  3.059
H  -1.552  0.151  2.105
H  -0.884  -0.992  -0.536
H  -1.672  -1.885  0.735
H  -3.578  -0.449  0.821
H  -2.725  0.779  -0.184
H  -3.161  -0.670  -0.976
H  2.396  -1.842  -1.665
H  1.367  -0.895  -2.283
O  1.507  -1.838  -1.990
H  -0.174  1.521  0.421
H  -0.993  2.514  -0.420
O  -0.087  2.178  -0.315
H  1.473  1.395  -3.018
H  1.111  1.432  -1.536
O  1.640  0.898  -2.196

***

Entry 6:
Formula: C5H6N2
Source: the OMol25 dataset
Level of theory: ωB97M-V/def2-TZVPD

Results
- Spin multiplicity: 1
- Charge: 0
- LUMO level: 0.30 eV
- SMILES: N=C=CC[C@H]1C=N1

Element x y z (Å)
N  -0.696  1.392  1.582
C  -0.962  1.399  0.401
C  -0.797  0.784  -0.783
C  0.673  0.432  -1.007
C  0.724  -0.854  -0.192
C  0.023  -1.004  1.083
N  -0.727  -1.230  0.034
H  -1.570  0.664  -1.528
H  1.356  1.222  -0.684
H  0.871  0.207  -2.058
H  1.399  -1.647  -0.516
H  -0.421  0.241  1.688
H  0.126  -1.606  1.981

***

Entry 7:
Formula: C3H3N2
Source: the OMol25 dataset
Level of theory: ωB97M-V/def2-TZVPD

Results
- Spin multiplicity: 1
- Charge: +1
- LUMO level (spin up / spin down): -5.97 / -5.97 eV
- SMILES: [NH+]#CC1=CN1

Element x y z (Å)
C  0.234  0.541  0.026
C  -1.097  0.502  0.147
C  0.974  -0.540  -0.305
N  1.670  0.339  0.469
N  -2.078  -0.133  0.199
H  0.886  -1.537  -0.829
H  2.444  1.069  0.243
H  -3.032  -0.243  0.051

***

Entry 8:
Formula: C20H15Cl2IrN4O
Source: the OMol25 dataset
Level of theory: ωB97M-V/def2-TZVPD

Results
- Spin multiplicity: 5
- Charge: 0
- LUMO level (spin up / spin down): -0.26 / -1.05 eV

Element x y z (Å)
Ir  -0.824  -0.200  1.025
C  3.108  1.030  -0.812
C  1.746  0.928  -0.214
N  1.190  -0.162  0.163
N  1.761  -1.387  -0.067
C  0.799  -2.284  -0.080
O  -0.457  -2.026  0.065
C  1.177  -3.706  -0.292
C  0.189  -4.685  -0.284
C  0.526  -6.014  -0.485
C  1.850  -6.371  -0.696
C  2.840  -5.396  -0.699
C  2.506  -4.067  -0.498
C  0.873  2.120  -0.079
C  1.358  3.414  -0.203
C  0.474  4.474  -0.099
C  -0.869  4.216  0.122
C  -1.279  2.898  0.235
N  -0.436  1.876  0.123
H  3.542  0.038  -0.894
H  3.755  1.648  -0.185
H  3.070  1.492  -1.800
H  -0.838  -4.392  -0.119
H  -0.245  -6.773  -0.479
H  2.113  -7.408  -0.859
H  3.873  -5.673  -0.860
H  3.264  -3.298  -0.496
H  2.413  3.585  -0.364
H  0.833  5.492  -0.182
H  -1.592  5.014  0.213
H  -2.310  2.639  0.431
Cl  -0.904  3.254  4.041
C  -0.650  1.712  4.801
C  -0.404  1.667  6.155
C  -0.188  0.439  6.772
C  -0.213  -0.730  6.024
C  -0.454  -0.673  4.665
Cl  -0.478  -2.154  3.765
C  -0.688  0.550  3.991
N  -0.925  0.648  2.681
H  -0.384  2.587  6.721
H  0.000  0.395  7.836
H  -0.046  -1.692  6.488

***

Entry 9:
Formula: C10H27NO6Rb
Source: the OMol25 dataset
Level of theory: ωB97M-V/def2-TZVPD

Results
- Spin multiplicity: 1
- Charge: +1
- LUMO level: -2.88 eV

Element x y z (Å)
Rb  -27.821  -23.098  -11.114
C  -27.957  -22.274  -15.921
O  -27.650  -21.400  -14.852
C  -26.390  -21.644  -14.286
C  -26.119  -20.580  -13.263
N  -27.052  -20.630  -12.139
C  -26.742  -19.591  -11.158
C  -27.811  -19.497  -10.094
O  -27.981  -20.762  -9.446
C  -28.995  -20.672  -8.462
H  -27.510  -21.923  -16.855
H  -29.038  -22.322  -16.028
H  -27.584  -23.289  -15.730
H  -25.579  -21.647  -15.027
H  -26.380  -22.643  -13.812
H  -26.161  -19.593  -13.751
H  -25.098  -20.672  -12.887
H  -28.013  -20.519  -12.452
H  -26.643  -18.620  -11.665
H  -25.781  -19.783  -10.674
H  -28.765  -19.206  -10.558
H  -27.541  -18.739  -9.353
H  -28.659  -20.101  -7.589
H  -29.220  -21.677  -8.100
H  -29.901  -20.208  -8.861
C  -31.015  -25.161  -12.820
C  -31.606  -24.173  -13.808
O  -32.746  -23.486  -13.363
O  -30.080  -24.563  -11.894
H  -30.459  -25.918  -13.370
H  -31.813  -25.653  -12.260
H  -31.861  -24.712  -14.723
H  -30.801  -23.492  -14.138
H  -32.508  -22.869  -12.665
H  -30.626  -24.030  -11.304
C  -24.155  -24.112  -8.324
C  -25.515  -24.694  -8.606
O  -25.736  -24.768  -10.029
O  -23.139  -24.973  -8.815
H  -24.012  -23.963  -7.252
H  -24.095  -23.120  -8.789
H  -26.274  -24.016  -8.209
H  -25.618  -25.688  -8.172
H  -25.363  -25.587  -10.368
H  -22.739  -24.593  -9.602

***

Entry 10:
Formula: C6H10OSe
Source: the OMol25 dataset
Level of theory: ωB97M-V/def2-TZVPD

Results
- Spin multiplicity: 1
- Charge: 0
- LUMO level: 0.85 eV
- SMILES: CO[C@H]1CC=CC[Se]1

Element x y z (Å)
C  0.194  -1.674  -0.626
C  1.431  -2.035  -0.239
C  -0.500  -0.358  -0.645
C  2.340  -1.150  0.465
C  0.173  0.741  0.061
C  -1.345  2.668  0.006
O  -0.148  1.991  -0.432
Se  2.209  0.755  -0.086
H  -0.272  -2.511  -1.178
H  1.587  -3.085  -0.310
H  -0.558  0.001  -1.732
H  -1.508  -0.630  -0.274
H  2.063  -1.257  1.553
H  3.376  -1.327  0.314
H  -0.027  0.565  1.195
H  -1.102  3.708  -0.082
H  -1.469  2.246  0.982
H  -2.270  2.493  -0.462

***

Entry 11:
Formula: C51H51FeN5O4S3Si
Source: the OMol25 dataset
Level of theory: ωB97M-V/def2-TZVPD

Results
- Spin multiplicity: 5
- Charge: -2
- LUMO level (spin up / spin down): 3.95 / 3.95 eV

Element x y z (Å)
Fe  0.116  -0.462  0.272
C  -3.163  -3.553  -0.283
C  -2.028  -2.589  -0.519
N  -1.586  -1.832  0.433
N  -2.240  -1.990  1.659
C  -1.824  -1.185  2.575
S  -0.615  0.025  2.561
S  -2.574  -1.378  4.203
C  -4.171  -2.174  3.848
C  -5.267  -1.177  3.600
C  -5.931  -0.576  4.667
C  -6.918  0.371  4.451
C  -7.251  0.743  3.155
C  -6.589  0.161  2.086
C  -5.609  -0.796  2.308
C  -1.416  -2.549  -1.858
C  -1.523  -3.696  -2.661
C  -1.022  -3.772  -3.942
C  -0.407  -2.634  -4.475
C  -0.279  -1.496  -3.723
C  -0.725  -1.410  -2.372
O  -0.464  -0.335  -1.717
H  -3.892  -3.108  0.387
H  -2.797  -4.458  0.208
H  -3.645  -3.825  -1.216
H  -4.414  -2.793  4.713
H  -4.020  -2.822  2.987
H  -5.658  -0.848  5.681
H  -7.421  0.828  5.295
H  -8.015  1.493  2.982
H  -6.813  0.459  1.070
H  -5.068  -1.216  1.474
H  -1.984  -4.582  -2.241
H  -1.094  -4.691  -4.510
H  -0.005  -2.655  -5.483
H  0.233  -0.623  -4.108
C  4.750  4.944  3.465
C  3.375  4.625  2.939
C  2.545  3.789  3.677
C  1.300  3.430  3.184
C  0.852  3.937  1.982
C  1.668  4.791  1.239
N  1.210  5.349  0.054
C  0.271  4.767  -0.817
C  -0.664  5.602  -1.428
C  -1.602  5.088  -2.310
C  -1.647  3.719  -2.538
C  -0.739  2.882  -1.901
C  0.256  3.393  -1.073
C  1.374  2.454  -0.606
O  2.524  2.811  -0.880
O  1.017  1.434  0.045
C  2.953  5.110  1.700
C  3.870  5.903  0.811
H  4.850  4.600  4.494
H  4.961  6.016  3.446
H  5.528  4.452  2.876
H  2.893  3.390  4.622
H  0.675  2.737  3.731
H  -0.112  3.640  1.594
H  1.701  6.151  -0.295
H  -0.646  6.662  -1.194
H  -2.305  5.753  -2.799
H  -2.376  3.298  -3.220
H  -0.738  1.815  -2.107
H  3.755  5.572  -0.223
H  4.914  5.755  1.079
H  3.678  6.983  0.848
C  5.140  -3.872  -0.055
C  4.103  -2.951  0.579
C  4.732  -1.583  0.859
C  3.619  -3.557  1.900
Si  2.571  -2.662  -0.528
O  1.495  -1.776  0.221
C  1.798  -4.369  -0.866
C  2.251  -5.335  -1.762
C  1.606  -6.555  -1.911
C  0.485  -6.845  -1.147
C  0.018  -5.904  -0.242
C  0.664  -4.683  -0.111
C  3.169  -1.831  -2.120
C  2.901  -0.464  -2.231
C  3.333  0.273  -3.325
C  4.033  -0.348  -4.347
C  4.315  -1.704  -4.259
C  3.894  -2.428  -3.153
H  5.991  -4.006  0.627
H  5.531  -3.458  -0.986
H  4.730  -4.862  -0.265
H  5.554  -1.687  1.581
H  4.002  -0.885  1.271
H  5.138  -1.134  -0.049
H  4.457  -3.645  2.605
H  3.200  -4.555  1.753
H  2.850  -2.935  2.359
H  3.121  -5.138  -2.376
H  1.976  -7.279  -2.630
H  -0.025  -7.795  -1.263
H  -0.859  -6.116  0.359
H  0.283  -3.942  0.580
H  2.359  0.043  -1.446
H  3.121  1.335  -3.354
H  4.365  0.222  -5.208
H  4.867  -2.199  -5.052
H  4.142  -3.482  -3.108
S  -3.504  0.577  -0.153
C  -4.135  2.049  -0.418
N  -3.572  3.138  0.259
C  -3.979  4.417  0.144
C  -5.023  4.716  -0.674
C  -5.573  3.603  -1.368
N  -5.180  2.362  -1.275
H  -2.779  2.883  0.836
H  -3.422  5.150  0.712
H  -5.386  5.721  -0.807
H  -6.391  3.788  -2.061

***

Entry 12:
Formula: C4H38NO15
Source: the OMol25 dataset
Level of theory: ωB97M-V/def2-TZVPD

Results
- Spin multiplicity: 1
- Charge: +1
- LUMO level: -3.00 eV

Element x y z (Å)
C  -4.274  0.272  0.971
C  -3.749  0.053  -0.441
C  -4.329  0.309  -1.594
C  -2.064  -1.672  -0.251
N  -2.387  -0.455  -0.416
H  -5.313  0.571  1.011
H  -4.045  -0.666  1.480
H  -3.613  1.041  1.407
H  -3.991  0.154  -2.613
H  -5.362  0.638  -1.507
H  -0.995  -1.882  -0.208
H  -2.797  -2.472  -0.288
H  -1.643  0.244  -0.340
H  0.284  0.313  1.553
H  -1.008  0.322  2.267
O  -0.647  0.525  1.395
H  -0.506  1.110  -3.067
H  -1.867  0.465  -2.880
O  -0.968  0.274  -3.159
H  1.163  4.714  1.491
H  -0.295  5.378  1.523
O  0.418  4.993  2.033
H  -1.477  -3.308  -2.967
H  -1.719  -1.831  -2.984
O  -1.998  -2.634  -2.511
H  -2.550  2.809  -2.374
H  -1.478  2.746  -1.471
O  -2.200  2.139  -1.763
H  0.349  1.382  -1.140
H  1.083  2.701  -0.463
O  0.338  2.323  -0.959
H  -1.140  3.956  2.655
H  -1.890  3.588  1.289
O  -1.856  3.455  2.236
H  3.973  0.157  1.284
H  4.305  0.914  2.497
O  3.722  0.974  1.733
H  4.452  -1.110  -0.728
H  3.208  -1.750  -0.573
O  3.557  -0.980  -1.072
H  1.282  -4.702  0.861
H  0.703  -4.661  2.346
O  1.488  -4.574  1.799
H  2.014  -1.801  -2.322
H  1.812  -1.366  -3.801
O  1.466  -1.931  -3.103
H  3.493  3.353  -0.302
H  2.835  2.496  0.920
O  2.747  3.213  0.276
H  2.552  -3.375  -1.173
H  1.120  -3.525  -1.371
O  1.776  -3.648  -0.664
H  1.106  -0.038  4.179
H  1.920  -1.219  3.545
O  1.248  -0.559  3.382
H  2.686  -2.792  1.833
H  4.248  -2.784  1.817
O  3.468  -2.287  1.562

***

Entry 13:
Formula: C6H14N2
Source: the OMol25 dataset
Level of theory: ωB97M-V/def2-TZVPD

Results
- Spin multiplicity: 1
- Charge: 0
- LUMO level: 0.89 eV
- SMILES: [H]/N=C\N.CC=C(C)C

Element x y z (Å)
C  0.777  -1.293  -1.229
C  -0.421  -1.914  0.926
C  1.749  1.191  0.196
C  0.222  -0.845  0.091
C  0.631  0.338  0.744
H  0.691  0.261  1.826
H  -0.802  -2.755  0.348
H  0.295  -2.277  1.667
H  1.650  -1.935  -1.074
H  0.015  -1.866  -1.760
H  1.108  -0.462  -1.849
H  -1.244  -1.492  1.506
H  1.481  1.658  -0.755
H  1.991  1.988  0.899
H  2.657  0.623  -0.014
N  -1.500  0.491  -0.890
C  -1.419  1.122  0.442
N  -1.423  2.401  0.683
H  -1.035  1.049  -1.598
H  -2.425  0.234  -1.224
H  -0.896  2.921  -0.019
H  -2.104  0.564  1.083

***

It is found that the DFT total energy values, taken in the order of the records, are -2503.2271 -309.8161 -3330.9981 -159.5559 -443.0686 -303.4384 -225.1387 -2090.0049 -927.2558 -2711.2012 -5296.8078 -1358.2800 -346.4086 Ha.